Entry 1:
DFT (ωB97M-V/def2-TZVPD) results for a molecular structure, C48H42IN5P2S2Tb.

As for the lowest unoccupied orbital energy (spin up / spin down): -2.9367 / -2.8611 eV.

Geometry as ORCA input:
```
! wB97M-V def2-TZVPD RIJCOSX def2/J DEFGRID3
* xyz 1 7
Tb 11.6155 12.1537 15.5052
C 10.0464 9.8363 17.2732
N 11.0093 10.9094 17.6593
C 10.3177 11.8093 18.6551
C 10.6790 13.2690 18.5793
C 10.6556 14.0589 19.7723
C 10.8826 15.4296 19.7065
C 11.0290 15.9958 18.4381
C 11.0619 15.2118 17.3189
N 10.8681 13.8546 17.3751
C 12.3021 10.3680 18.2583
C 13.3842 11.4507 18.2774
C 14.3444 11.6186 19.3240
C 15.1887 12.7567 19.3517
C 15.1143 13.6659 18.2658
C 14.3766 13.2958 17.1605
N 13.4961 12.2742 17.1746
C 9.0512 10.3750 16.2882
C 7.6894 10.1688 16.3822
C 6.7852 10.7742 15.3877
C 7.3125 11.4062 14.3186
C 8.7864 11.1820 14.0362
N 9.5910 11.0381 15.2666
H 9.4969 9.5699 18.1520
H 10.5776 8.9949 16.8415
H 10.4897 11.4918 19.7110
H 9.1914 11.7308 18.4352
H 10.5144 13.5558 20.7251
H 10.7704 16.0287 20.6002
H 11.2501 17.0498 18.3176
H 11.1597 15.6100 16.3293
H 12.6088 9.5260 17.6265
H 12.0940 10.0245 19.2625
H 14.3164 10.9569 20.1993
H 15.8486 12.9171 20.1565
H 15.6890 14.5838 18.2055
H 14.5034 13.8180 16.2282
H 7.3501 9.7164 17.3403
H 5.7374 10.6788 15.5784
H 6.6838 11.9987 13.6606
H 8.9054 10.1643 13.5914
S 12.6016 11.5251 12.8988
P 10.7055 11.5158 12.0167
C 9.5411 12.1471 13.1808
P 9.4312 13.9137 13.2992
S 11.1673 14.6363 13.9639
C 8.1455 14.5956 14.3895
C 7.5633 15.8425 14.0395
C 6.5926 16.4215 14.8737
C 6.4301 15.9459 16.2037
C 7.0551 14.7585 16.5649
C 7.9173 14.0972 15.7006
C 8.8977 14.6176 11.7159
C 7.7172 14.1669 11.1216
C 7.2155 14.7832 9.9731
C 7.8546 15.9163 9.4264
C 8.9512 16.4648 10.0732
C 9.5058 15.7845 11.1919
C 10.6790 9.7640 11.5568
C 10.4756 9.3699 10.2406
C 10.5810 8.0182 9.9358
C 10.9377 7.0904 10.9011
C 11.2302 7.4722 12.2178
C 11.0745 8.8261 12.5267
C 10.6941 12.2894 10.3656
C 9.5148 12.2688 9.6221
C 9.4110 12.9661 8.4081
C 10.5977 13.3465 7.7900
C 11.8588 13.2108 8.4271
C 11.8847 12.7057 9.7698
H 7.8288 16.3774 13.1047
H 6.1115 17.3392 14.5069
H 5.8261 16.4697 16.9228
H 6.8439 14.3372 17.5218
H 8.3876 13.1532 15.9436
H 7.2699 13.2443 11.5111
H 6.2775 14.4354 9.5187
H 7.4382 16.3976 8.5757
H 9.3891 17.4014 9.7854
H 10.4050 16.1870 11.7001
H 10.1851 10.0798 9.4615
H 10.4702 7.7740 8.9039
H 11.0676 6.0569 10.6196
H 11.6671 6.7577 12.9428
H 11.3582 9.1844 13.5043
H 8.6717 11.6712 10.0473
H 8.4592 13.0833 7.8932
H 10.5672 13.8814 6.8126
H 12.7881 13.5167 7.9869
H 12.8345 12.7408 10.3487
I 13.2866 5.4815 16.7031
C 13.9347 7.4892 16.4266
C 15.2173 7.8692 16.7932
C 15.7566 9.0634 16.2717
C 14.9063 9.9121 15.6094
N 13.5653 9.6777 15.4965
C 13.1802 8.4091 15.6698
H 15.8289 7.1234 17.2676
H 16.8355 9.3194 16.3328
H 15.2523 10.8829 15.1878
H 12.2684 8.1134 15.1568
*
```

Löwdin population analysis, charges in e, atoms 1 to 2: 1.304, -0.126

Entry 2:
DFT (ωB97M-V/def2-TZVPD) results for a molecular structure, C19H38N3O7P2ReSi2.

As for the lowest unoccupied orbital energy (spin up / spin down): -3.4775 / -3.0887 eV.

Geometry as ORCA input:
```
! wB97M-V def2-TZVPD RIJCOSX def2/J DEFGRID3
* xyz 1 2
Re -0.3710 0.1143 -0.4331
C 2.0816 3.6982 1.4786
Si 1.0676 3.1139 0.0233
C 0.0192 4.4536 -0.7441
C 2.2347 2.5052 -1.3152
N 0.0195 1.7697 0.5433
C -0.8061 1.8835 1.6478
C -1.1017 3.0533 2.3639
C -1.9186 2.9902 3.4681
C -2.4614 1.7706 3.8913
C -2.1803 0.6085 3.2117
C -1.3472 0.6513 2.0851
N -0.9427 -0.4369 1.3228
Si -0.9844 -2.0963 2.0197
C -0.0599 -3.2776 0.9122
C -2.7771 -2.6240 2.1678
C -0.0926 -2.0465 3.6583
H 2.9174 4.3067 1.1264
H 2.4938 2.8521 2.0329
H 1.5085 4.3036 2.1804
H 0.6564 5.2243 -1.1846
H -0.6446 4.9439 -0.0320
H -0.6065 4.0434 -1.5418
H 3.0641 3.2152 -1.3708
H 1.7667 2.5185 -2.3011
H 2.6642 1.5191 -1.1425
H -0.7099 4.0065 2.0386
H -2.1563 3.8962 4.0091
H -3.1117 1.7457 4.7551
H -2.6207 -0.3262 3.5291
H -0.4844 -3.3645 -0.0860
H -0.1128 -4.2605 1.3894
H 0.9959 -3.0188 0.8205
H -3.4397 -1.9090 1.6780
H -3.0861 -2.7125 3.2111
H -2.9296 -3.5964 1.6958
H 0.9476 -1.7444 3.5133
H -0.0883 -3.0444 4.1036
H -0.5410 -1.3607 4.3755
C -4.3364 -0.0733 -3.3865
C -2.8279 -0.2915 -3.3217
O -2.2645 -0.5753 -4.6030
P -2.3777 -1.7577 -2.3188
O -3.4669 -2.0542 -1.2252
O -2.4928 -2.9702 -3.3149
O -1.0433 -1.6000 -1.6747
P -2.0410 1.1780 -2.5449
O -0.4223 0.8542 -2.6679
O -2.4209 2.4238 -3.2044
O -2.1830 0.8950 -1.0382
H -4.8317 -0.9483 -3.8115
H -4.5434 0.7915 -4.0179
H -4.7434 0.1352 -2.3965
H -2.5504 0.1069 -5.2254
H -4.2899 -2.4539 -1.5333
H -2.2166 -2.7467 -4.2177
H 0.0825 1.4716 -3.2100
C 4.9360 -0.5243 -0.7629
C 3.9677 -1.6478 -0.3637
C 4.2643 -2.1423 1.0602
C 4.0260 -2.8072 -1.3686
C 2.6068 -1.0981 -0.3764
N 1.5404 -0.6754 -0.3788
H 5.9510 -0.9203 -0.7468
H 4.8810 0.3117 -0.0654
H 4.7266 -0.1588 -1.7684
H 5.2733 -2.5534 1.0822
H 3.5681 -2.9262 1.3589
H 4.2079 -1.3264 1.7804
H 5.0313 -3.2279 -1.3573
H 3.8069 -2.4645 -2.3794
H 3.3195 -3.5934 -1.1030
*
```

Löwdin population analysis, charges in e, atoms 1 to 2: 1.448, -0.158

Entry 3:
DFT (ωB97M-V/def2-TZVPD) results for a gas-phase ion, C9H11N3O3 (charge -2).

As for the lowest unoccupied orbital energy (spin up / spin down): 6.1162 / 6.1325 eV. The SMILES is CC1(C)N([O-])C2=C(C(N=O)=CCC2)N1[O-].

Geometry as ORCA input:
```
! wB97M-V def2-TZVPD RIJCOSX def2/J DEFGRID3
* xyz -2 1
C -2.5842 1.5070 -0.9072
C -1.4091 1.0993 0.0627
C -1.7399 1.2576 1.5298
N -1.2517 -0.3811 -0.1031
O -2.2930 -1.1068 0.3887
C 0.0349 -0.6851 -0.1403
C 0.9053 0.2874 -0.4278
C 2.2662 0.1786 -0.1118
N 3.0100 1.2055 0.2811
O 4.2037 1.0665 0.6871
C 2.7766 -1.1307 -0.2073
C 1.8818 -2.2877 -0.5108
C 0.4408 -2.1198 0.0745
N -0.0639 1.7301 -0.3209
O -0.0084 2.5837 -1.3432
H -3.0405 0.6123 -1.4665
H -2.1695 2.4446 -1.5416
H -3.4000 1.9352 -0.2369
H -2.3581 0.3559 1.5813
H -2.3205 2.1904 1.6868
H -0.7421 1.4506 1.9578
H 3.8177 -1.2668 -0.1163
H 1.6729 -2.4980 -1.5745
H 2.2931 -3.2521 -0.3403
H 0.3617 -2.2454 1.1893
H -0.2838 -2.9314 -0.0905
*
```

natural (NBO) population analysis, charges in e, atoms 1 to 2: -0.652, 0.225

Entry 4:
DFT (ωB97M-V/def2-TZVPD) results for C25H26N4O3S in the gas phase.

As for the lowest unoccupied orbital energy: 0.0982 eV. The SMILES is CCCCCn1c(SCc2ccncc2)nc2cc(C(=O)NCc3ccco3)ccc2c1=O.

Geometry as ORCA input:
```
! wB97M-V def2-TZVPD RIJCOSX def2/J DEFGRID3
* xyz 0 1
C 5.4610 2.0270 -0.9812
C 5.6220 0.6178 -1.5390
C 4.6131 -0.3743 -0.9596
C 4.8631 -0.6818 0.5149
C 3.8854 -1.7144 1.0790
N 2.5173 -1.2271 1.0407
C 1.6304 -1.5995 0.0808
S 2.1434 -2.7968 -1.0993
C 0.6795 -2.7987 -2.1860
C 0.4062 -1.4498 -2.7705
C 1.4257 -0.6703 -3.3036
C 1.1093 0.5780 -3.8146
N -0.1167 1.0696 -3.8296
C -1.0884 0.3219 -3.3375
C -0.8855 -0.9387 -2.8002
N 0.4312 -1.1551 -0.0406
C -0.0086 -0.2112 0.8439
C -1.2947 0.3157 0.6926
C -1.7583 1.2641 1.5844
C -3.1122 1.8887 1.4635
O -3.3370 3.0264 1.8218
N -4.0617 1.0894 0.9185
C -5.4447 1.5104 0.8059
C -6.3594 0.5844 1.5346
C -7.2537 -0.3422 1.0819
C -7.8160 -0.9462 2.2330
C -7.2158 -0.3467 3.2957
O -6.3348 0.5771 2.8843
C -0.9371 1.7081 2.6295
C 0.3281 1.1962 2.7888
C 0.8059 0.2311 1.8995
C 2.1552 -0.3034 2.0340
O 2.9437 -0.0069 2.9063
H 5.6708 2.0541 0.0847
H 6.1475 2.7089 -1.4776
H 4.4464 2.3861 -1.1416
H 5.4908 0.6519 -2.6232
H 6.6344 0.2593 -1.3403
H 4.6692 -1.3084 -1.5249
H 3.6070 0.0355 -1.0860
H 5.8739 -1.0738 0.6395
H 4.7773 0.2272 1.1105
H 4.1282 -1.9016 2.1289
H 3.9391 -2.6510 0.5204
H -0.1678 -3.1573 -1.6038
H 0.9305 -3.5235 -2.9634
H 2.4455 -1.0251 -3.3068
H 1.8760 1.2191 -4.2294
H -2.0771 0.7612 -3.3715
H -1.7100 -1.5119 -2.4046
H -1.8774 -0.0146 -0.1532
H -3.8533 0.1228 0.7272
H -5.4857 2.5158 1.2371
H -5.7404 1.5519 -0.2477
H -7.4899 -0.5599 0.0603
H -8.5597 -1.7156 2.2595
H -7.3260 -0.4837 4.3530
H -1.3229 2.4643 3.2954
H 0.9775 1.5253 3.5856
*
```

natural (NBO) population analysis, charges in e, atoms 1 to 2: -0.609, -0.387

Entry 5:
DFT (ωB97M-V/def2-TZVPD) results for a molecular structure, C15H37CuN2O9S.

As for the lowest unoccupied orbital energy: 3.5810 eV.

Geometry as ORCA input:
```
! wB97M-V def2-TZVPD RIJCOSX def2/J DEFGRID3
* xyz -2 1
Cu 7.5547 -15.1203 14.5939
S 5.4622 -13.9218 12.6680
O 5.8358 -12.8387 11.7201
O 4.2108 -14.5696 12.2060
O 6.5964 -14.9327 12.6680
O 5.3410 -13.4218 14.0572
C 6.0987 -16.8559 18.2316
C 6.7366 -16.6768 16.8478
C 7.0158 -18.0816 16.2333
O 6.0188 -15.8392 16.0586
H 6.7234 -17.5319 18.8498
H 5.0925 -17.2874 18.2351
H 6.0562 -15.9214 18.8001
H 7.7631 -16.2645 17.0300
H 6.3981 -18.9084 16.6075
H 8.0727 -18.3890 16.2811
H 6.8105 -18.0257 15.1566
C 8.4795 -12.4470 12.6006
O 9.8133 -12.7429 13.0725
C 10.7715 -12.5136 12.0950
C 12.1657 -12.7747 12.6653
N 12.4987 -11.7359 13.6289
C 13.8570 -11.7121 14.1211
C 14.9103 -11.3893 13.0909
O 15.1527 -12.4384 12.1987
C 16.2547 -12.2028 11.3644
H 8.3336 -12.8568 11.6070
H 8.2830 -11.3654 12.6443
H 7.7432 -12.8330 13.3018
H 10.7539 -11.4608 11.7677
H 10.6562 -13.1440 11.2000
H 12.8250 -12.6920 11.8042
H 12.1459 -13.8021 13.0598
H 11.8733 -11.7959 14.4229
H 14.1474 -12.6240 14.6760
H 14.0171 -10.9195 14.8635
H 15.8499 -11.0481 13.5607
H 14.5996 -10.4755 12.5510
H 16.3708 -13.0375 10.6799
H 17.1581 -12.0321 11.9672
H 16.1069 -11.2887 10.7675
C 7.9903 -12.6511 16.2295
O 8.5303 -13.9413 16.4368
C 9.9446 -13.9564 16.3496
C 10.3200 -15.3287 15.8210
N 9.8458 -15.6329 14.4778
C 10.2245 -16.9954 14.1035
C 10.2315 -17.0856 12.5945
O 11.2420 -16.1835 12.1372
C 11.8407 -16.4618 10.9085
H 8.1640 -12.2962 15.2101
H 8.4357 -11.8819 16.8838
H 6.9128 -12.6849 16.3738
H 10.3122 -13.9248 17.3820
H 10.3171 -13.2000 15.6541
H 9.9873 -16.1272 16.4879
H 11.4305 -15.3748 15.8445
H 10.2811 -15.0039 13.8079
H 9.4028 -17.6350 14.4406
H 11.2056 -17.2917 14.4958
H 9.2843 -16.7459 12.1657
H 10.4585 -18.1205 12.3097
H 12.6755 -15.7730 10.7796
H 11.1427 -16.3055 10.0729
H 12.2084 -17.4963 10.8491
*
```

natural (NBO) population analysis, charges in e, atoms 1 to 2: 0.889, 2.568

Entry 6:
DFT (ωB97M-V/def2-TZVPD) results for a molecular structure, C36H28Cl2FMnN8O5S.

As for the lowest unoccupied orbital energy (spin up / spin down): 1.9834 / 1.9816 eV.

Geometry as ORCA input:
```
! wB97M-V def2-TZVPD RIJCOSX def2/J DEFGRID3
* xyz -1 6
Mn -0.0634 -0.2968 -0.1563
Cl -4.5866 4.5452 -1.9066
C -3.0508 3.8237 -1.5264
C -3.0104 2.7407 -0.6598
C -1.8019 2.1103 -0.3782
N -1.6473 0.9947 0.4270
C -2.5163 0.6012 1.3527
O -3.5887 1.1082 1.7082
C -2.0382 -0.6591 2.0492
C -2.9461 -1.4659 2.7206
C -2.4960 -2.6172 3.3444
C -1.1385 -2.9015 3.3092
C -0.2990 -2.0365 2.6296
N -0.7276 -0.9479 1.9885
C -0.6044 2.5696 -1.0028
C -0.6609 3.7044 -1.8124
C -1.8765 4.3145 -2.0796
Cl -1.9018 5.7069 -3.1271
N 0.5093 1.7929 -0.7635
C 1.6864 1.9495 -1.3565
O 2.0831 2.8237 -2.1402
C 2.6364 0.8288 -0.9703
C 3.8326 0.6675 -1.6538
C 4.6808 -0.3649 -1.2944
C 4.3176 -1.1866 -0.2379
C 3.1063 -0.9567 0.3902
N 2.2663 0.0114 0.0278
H -3.9184 2.3827 -0.1991
H -3.9865 -1.1695 2.7303
H -3.1867 -3.2786 3.8540
H -0.7296 -3.7783 3.7940
H 0.7672 -2.2272 2.5914
H 0.2498 4.0798 -2.2509
H 4.0599 1.3552 -2.4567
H 5.6086 -0.5282 -1.8288
H 4.9564 -1.9957 0.0905
H 2.7891 -1.5878 1.2106
C -2.6682 -7.1745 1.6192
C -3.6105 -6.4421 0.6662
C -5.0096 -6.3837 1.2703
C -5.9698 -5.6808 0.3241
C -5.4342 -4.3142 -0.0084
C -6.2996 -3.2857 -0.3292
C -5.7965 -2.0339 -0.6527
F -6.6700 -1.0547 -0.9452
C -4.4525 -1.7862 -0.6924
C -3.5642 -2.8189 -0.3780
C -2.1278 -2.5609 -0.4974
O -1.7360 -1.4682 -0.9133
C -1.2696 -3.6442 -0.1026
C -1.8177 -4.8190 0.2905
N -3.1459 -5.0797 0.3636
C -4.0503 -4.0838 -0.0040
C 0.2477 -3.5519 -0.0832
O 0.8715 -4.5699 0.2375
O 0.7656 -2.4262 -0.3822
H -3.1577 -8.0869 1.9583
H -2.4514 -6.5508 2.4881
H -1.7299 -7.4581 1.1466
H -3.6647 -7.0029 -0.2755
H -4.9597 -5.8342 2.2152
H -5.3447 -7.3995 1.4806
H -6.9619 -5.6005 0.7700
H -6.0736 -6.2664 -0.5951
H -7.3694 -3.4508 -0.3323
H -4.0531 -0.8151 -0.9599
H -1.1351 -5.6027 0.5838
C -0.0938 2.8186 -5.8064
C -1.0134 1.6127 -5.5779
C -0.4171 0.6521 -4.6073
N -0.6490 0.6011 -3.3548
N 0.0805 -0.3145 -2.6691
C 0.8834 -1.0096 -3.4243
N 1.7197 -1.9617 -2.9609
S 0.8034 -0.5342 -5.1107
H -0.5037 3.4702 -6.5795
H 0.9010 2.4911 -6.1136
H 0.0096 3.3908 -4.8866
H -1.1922 1.0991 -6.5256
H -1.9711 1.9446 -5.1753
H 1.5459 -2.2741 -1.9990
H 2.1584 -2.5877 -3.6065
*
```

Löwdin population analysis, charges in e, atoms 1 to 2: 0.890, 0.610

no.,DFT total energy (eV)
1,-128685.9085
2,-75589.9467
3,-20113.8406
4,-49286.3736
5,-93034.4325
6,-129870.7128